Record 1
DFT (ωB97M-V/def2-TZVPD) results for a cluster of 6 separate species, C8H21F2N3O8 in total at a distorted geometry.

```
42
Properties=species:S:1:pos:R:3:lowdin_charge:R:1
N 1.67717 1.78864 3.20881 0.29
H 1.64053 2.80135 3.07096 0.16
H 0.90696 1.32038 2.64776 0.08
H 1.50214 1.60920 4.19779 0.15
H 2.52968 1.41592 2.79705 0.15
N -0.36576 -2.46064 2.55062 0.30
H 0.09216 -1.81493 1.82799 0.08
H -0.47721 -1.91836 3.40484 0.15
H 0.24029 -3.27014 2.66737 0.14
H -1.24221 -2.79802 2.14659 0.16
N 2.84889 -2.99377 0.25321 0.30
H 3.24238 -3.08544 -0.69427 0.13
H 2.18766 -2.17860 0.26308 0.08
H 3.57514 -2.80586 0.94126 0.15
H 2.27873 -3.82122 0.42503 0.15
C -0.71798 0.51139 -0.68219 0.01
C 0.06917 -0.09646 0.44679 -0.64
O -0.05811 0.45547 1.58223 -0.08
O 0.62153 -1.23067 0.27063 -0.10
H -0.94486 1.53846 -0.41015 0.09
H -1.62515 -0.04904 -0.87524 0.08
H -0.13817 0.49137 -1.60718 0.08
C 4.05474 1.49454 -3.20386 -0.05
C 2.55018 1.59970 -3.35927 -0.27
O 2.12253 0.29505 -2.97170 0.14
C 3.15486 -0.45477 -2.56535 -0.54
O 3.08797 -1.55765 -2.11675 0.14
O 4.32112 0.16109 -2.82671 0.10
F 2.21725 1.81259 -4.65150 0.10
H 4.46466 2.14214 -2.40955 0.14
H 4.65192 1.90245 -4.02184 0.15
H 2.00727 2.33024 -2.76515 0.17
C -4.70752 1.11095 -0.57779 -0.05
C -4.55299 -0.11670 0.31877 -0.28
O -5.37485 0.13793 1.42258 0.15
C -6.20357 1.17168 1.12710 -0.54
O -7.09441 1.54784 1.79669 0.22
O -5.88648 1.73442 -0.07007 0.09
F -3.25164 -0.25981 0.81158 0.00
H -4.90494 0.90241 -1.62738 0.14
H -3.77888 1.68564 -0.51309 0.13
H -4.72019 -1.04876 -0.22969 0.17
```

**2S+1**: 1
**Charge**: +2


Record 2
DFT (ωB97M-V/def2-TZVPD) results for a cluster of 2 separate species, C21H22N3 in total at a distorted geometry.

```
46
Properties=species:S:1:pos:R:3:lowdin_charge:R:1
C -2.92418 0.99427 -2.09086 -0.01
C -1.97415 1.95403 -1.51099 -0.34
N -0.90196 1.78859 -0.71727 0.10
C -0.38183 3.06889 -0.52476 -0.07
C -1.10109 4.00311 -1.25725 -0.28
C -0.95606 5.44795 -1.53047 -0.03
N -2.12588 3.27804 -1.83566 0.14
H -2.86701 0.00819 -1.61789 0.09
H -3.96173 1.36456 -2.00108 0.10
H -2.68554 0.88599 -3.16564 0.10
H 0.45525 3.29799 0.12606 0.10
H -0.29162 5.92095 -0.79337 0.09
H -0.52456 5.63847 -2.52830 0.09
H -1.94819 5.93162 -1.51272 0.09
H -2.81243 3.65100 -2.50774 0.19
C 1.57665 -2.77602 -3.29702 0.01
N 1.08360 -2.35845 -1.98787 -0.08
C 0.59902 -1.11877 -1.68873 0.03
C 0.52275 -0.94271 -0.29234 -0.13
C 0.39654 0.33475 0.32435 0.05
C -0.01906 0.43712 1.70393 -0.20
C -0.83048 -0.59014 2.27261 -0.03
C -1.06478 -0.61722 3.64791 -0.06
C -0.56913 0.40493 4.47596 -0.04
C 0.13618 1.47804 3.91036 -0.06
C 0.36331 1.53779 2.53046 0.00
C 0.96787 -2.22457 0.28677 -0.10
C 1.30046 -2.65003 1.58034 -0.01
C 1.97091 -3.86681 1.76095 -0.07
C 2.37391 -4.64345 0.68223 -0.07
C 2.07180 -4.24461 -0.64546 0.01
C 1.30546 -3.07702 -0.80448 -0.15
H 1.88669 -3.82556 -3.22541 0.08
H 0.77726 -2.68230 -4.04038 0.10
H 2.43467 -2.15261 -3.59801 0.11
H 0.32729 -0.44553 -2.50620 0.15
H 1.06223 1.09235 -0.04661 0.12
H -1.29271 -1.35036 1.60545 0.14
H -1.68461 -1.41106 4.06853 0.12
H -0.72973 0.36275 5.54667 0.11
H 0.48298 2.29332 4.54672 0.11
H 0.83483 2.42887 2.08590 0.11
H 1.08398 -2.05473 2.45369 0.10
H 2.24100 -4.20673 2.76875 0.12
H 2.93747 -5.55938 0.84894 0.11
H 2.45465 -4.80554 -1.50006 0.10
```

**2S+1**: 1
**Charge**: +1


Record 3
DFT (ωB97M-V/def2-TZVPD) results for a structure of composition C19H42P2SiZn at a distorted geometry.

```
65
Properties=species:S:1:pos:R:3:lowdin_charge:R:1
P -1.84021 4.60401 -2.63369 0.76
P 0.70596 2.39708 -3.91798 0.99
C -1.08383 4.51355 -4.35825 -0.29
C -0.64259 3.15481 -4.89667 -0.32
H -0.24335 5.22475 -4.38877 0.08
H -1.83120 4.90947 -5.05857 0.07
H -1.48985 2.46359 -5.00541 0.09
H -0.24209 3.27759 -5.91804 0.09
C 2.14507 3.37411 -4.47580 -0.18
H 3.07407 2.79529 -4.41331 0.06
H 2.27437 4.27279 -3.85902 0.06
H 2.03987 3.70742 -5.52100 0.06
C 0.87005 0.68564 -4.46263 -0.18
H 1.36242 0.67051 -5.45049 0.09
H -0.13153 0.23688 -4.57180 0.07
H 1.47358 0.08594 -3.75248 0.01
C -1.86697 6.35891 -1.95194 -0.21
H -2.64332 6.44308 -1.18017 0.06
H -2.09576 7.07683 -2.74706 0.03
H -0.91870 6.68867 -1.50936 0.03
C -3.51694 5.18417 -3.44946 -0.27
H -3.82374 4.48544 -4.23913 0.03
H -3.39013 6.16785 -3.90782 0.01
H -4.30164 5.24300 -2.68166 0.04
Zn 0.46157 -0.61272 -1.85372 0.72
C 0.33588 3.11169 -2.20168 -0.36
C -0.20702 4.38554 -1.66380 -0.38
C -0.40212 4.30287 -0.12872 -0.17
C -1.79191 3.71240 0.27788 -0.25
C -2.79491 3.74034 -0.80672 -0.32
C -2.86951 3.10550 -2.08371 -0.39
C -2.04016 1.81300 -2.25572 -0.18
C -0.59416 1.95009 -1.74529 -0.27
C -0.79857 -0.52015 -0.21068 -0.22
H 1.31641 2.93115 -1.74036 0.12
H 0.43052 5.23955 -1.89390 0.10
H -0.35268 5.32535 0.29897 0.11
H 0.40926 3.73359 0.33571 0.10
H -1.71034 2.69527 0.72256 0.08
H -2.14501 4.36334 1.10523 0.11
H -3.71076 4.28825 -0.56219 0.08
H -3.87110 2.99774 -2.53057 0.12
H -2.10947 1.38496 -3.27709 0.09
H -2.54159 1.04290 -1.64522 0.10
H -0.68994 1.90355 -0.66179 0.08
H -0.01561 1.05557 -2.08463 -0.03
H -1.15190 -1.55298 -0.13747 -0.03
H -1.65770 0.17365 -0.26839 -0.03
H -0.19613 -0.26021 0.66491 -0.01
C 3.21282 -0.98203 1.56297 -0.20
Si 2.47865 -2.24144 0.36376 0.42
C 3.66184 -3.67180 0.01882 -0.20
C 1.06075 -2.86698 1.44615 -0.19
C 2.16336 -1.62573 -1.40673 -0.37
H 3.25763 -1.46256 2.55402 0.03
H 2.58804 -0.08271 1.66317 0.03
H 4.22816 -0.67419 1.28323 0.02
H 4.15310 -4.04130 0.92692 0.03
H 3.10788 -4.50712 -0.43097 0.03
H 4.44004 -3.36798 -0.69360 0.03
H 0.17644 -2.21931 1.47718 0.00
H 0.75208 -3.87593 1.14233 0.03
H 1.45798 -2.93744 2.47367 0.03
H 3.07076 -1.07182 -1.74387 -0.02
H 2.12866 -2.53926 -2.04724 -0.02
```

**2S+1**: 1


Record 4
DFT (ωB97M-V/def2-TZVPD) results for a cluster of 13 separate species, C21H68N10O21 in total at a distorted geometry.

```
120
Properties=species:S:1:pos:R:3:lowdin_charge:R:1
C 6.31977 10.82195 9.03565 -0.22
C 6.37226 12.30513 8.78018 -0.22
O 7.54768 12.99505 9.21570 -0.11
O 6.32679 10.68602 10.47817 -0.07
H 7.19450 10.31782 8.62799 0.09
H 5.51521 10.27530 8.50412 0.13
H 5.58623 12.70659 9.42861 0.12
H 6.21244 12.61015 7.70838 0.14
H 8.22312 12.80960 8.53415 0.01
H 6.77778 9.87052 10.75349 0.06
C 9.11333 7.90446 10.38403 -0.24
C 9.68541 8.78838 9.25169 -0.23
O 8.94140 8.57782 8.08538 -0.10
O 7.73265 7.88401 10.43908 -0.04
H 9.45703 8.30645 11.30634 0.09
H 9.49954 6.88068 10.34223 0.13
H 10.71493 8.53549 9.14111 0.09
H 9.55933 9.85968 9.59604 0.14
H 9.13614 9.35137 7.49937 0.09
H 7.49564 7.75155 9.51591 0.09
C 7.99552 16.37297 11.30967 -0.19
C 8.07527 17.12062 9.99856 -0.22
O 8.18099 16.17589 8.96087 -0.09
O 6.73123 15.64535 11.56891 -0.05
H 8.18701 16.96504 12.26699 0.14
H 8.83472 15.70509 11.36952 0.08
H 8.95881 17.69316 9.93293 0.09
H 7.17832 17.74668 9.83933 0.13
H 7.54180 15.48079 9.16042 0.07
H 6.85787 14.71127 11.55791 0.05
C 11.74842 9.50450 5.88251 -0.16
C 11.98101 8.21003 6.64435 -0.29
O 11.06199 7.19196 6.66978 -0.04
O 10.71279 10.27475 6.58259 -0.16
H 11.32523 9.48831 4.88978 0.12
H 12.64996 10.08011 5.97784 0.10
H 12.26126 8.49432 7.68098 0.11
H 12.91214 7.74405 6.22347 0.14
H 10.29052 7.50034 7.20528 0.07
H 11.15510 10.67956 7.41920 0.12
C 12.37944 16.46689 14.05512 -0.21
C 12.86623 15.80351 15.32420 -0.21
O 12.50602 14.40912 15.55012 -0.10
O 10.92507 16.50437 14.06259 -0.08
H 12.76588 15.97804 13.19460 0.08
H 12.76845 17.46302 14.03429 0.11
H 12.57375 16.33527 16.20899 0.11
H 13.94465 15.82148 15.28310 0.11
H 11.57188 14.33989 15.87057 0.03
H 10.54565 16.42055 13.17138 0.06
C 15.97230 10.96715 9.17254 -0.21
C 14.61335 10.26886 8.62512 -0.21
O 13.37321 10.88367 8.99555 -0.14
O 16.08357 12.14515 8.42670 -0.10
H 16.69867 10.21725 8.86173 0.10
H 16.22402 11.03284 10.26868 0.14
H 14.58261 9.16601 8.81939 0.12
H 14.73934 10.40775 7.52433 0.11
H 13.04735 10.64894 9.93319 0.08
H 16.36246 12.77170 9.06539 -0.01
C 12.14024 18.37124 9.60902 -0.23
C 12.74542 17.47274 8.52612 -0.25
O 14.11625 17.54285 8.84530 -0.06
O 12.23982 17.72386 10.84421 -0.07
H 11.06819 18.57016 9.32930 0.13
H 12.69075 19.30139 9.57319 0.12
H 12.47048 17.98864 7.60238 0.12
H 12.28656 16.45761 8.42215 0.12
H 14.57733 16.74340 8.51617 0.08
H 13.11970 17.39082 10.94225 0.07
C 10.71523 12.93730 10.59867 -0.24
C 10.74419 14.35548 10.04874 -0.17
O 11.10724 15.12506 11.25653 -0.12
O 9.57652 12.68097 11.37981 -0.07
H 11.56030 12.81978 11.26384 0.09
H 10.86665 12.19502 9.80640 0.10
H 9.84422 14.68731 9.57640 0.08
H 11.59202 14.41858 9.36740 0.09
H 11.24033 16.05475 10.99121 0.05
H 8.81429 12.54038 10.81000 0.07
C 9.50813 13.29532 6.62153 -0.55
O 9.62294 12.76573 7.72448 0.01
N 10.05257 12.79320 5.44611 0.17
N 8.76016 14.48364 6.47369 0.18
H 10.38927 11.82844 5.44283 0.07
H 9.73076 13.16282 4.56600 0.10
H 8.46195 14.85546 5.58229 0.10
H 8.80617 15.17802 7.18615 0.06
C 13.92309 14.46662 6.67110 -0.63
O 13.21910 15.25683 6.06082 0.03
N 13.45917 13.32157 7.31761 0.16
N 15.25407 14.72470 7.04662 0.15
H 14.00787 12.53410 7.58418 0.04
H 12.48372 13.12236 7.10713 0.09
H 15.81280 15.29650 6.38974 0.12
H 15.71924 13.86807 7.34862 0.06
C 15.29060 14.11988 10.97580 -0.67
O 16.26518 13.89761 10.27284 0.01
N 15.35042 14.26680 12.30979 0.17
N 14.05609 14.19185 10.42923 0.20
H 14.51852 14.12157 12.91825 0.11
H 16.20229 14.50123 12.78351 0.11
H 13.97764 13.94156 9.40827 0.10
H 13.23011 14.40107 11.01006 0.08
C 11.61704 10.43743 12.50740 -0.60
O 11.91199 10.08388 11.36858 0.00
N 12.51582 11.14036 13.31457 0.17
N 10.34995 10.23810 13.08034 0.17
H 13.34866 11.46956 12.88317 0.08
H 12.14638 11.70535 14.08918 0.10
H 9.64090 10.08915 12.37709 0.08
H 10.07081 10.88607 13.84057 0.07
C 9.39962 13.08632 15.24216 -0.68
O 8.93347 12.00249 15.48823 0.05
N 9.65333 14.00725 16.24612 0.12
N 9.79003 13.58821 14.04627 0.20
H 9.33566 13.73602 17.17812 0.12
H 9.63469 14.99339 16.00758 0.10
H 10.42968 14.31903 14.10828 0.04
H 9.68609 13.03690 13.19258 0.07
```

**2S+1**: 1


How do the records compare in Kohn-Sham gap? In the order shown, they have 8.55; 6.88; 3.41; 10.29 eV.
How do the records compare in relative energy (zero: lowest compared OMol25 entry of this formula, charge and spin)? In the order shown, they have 0.0; 72.1; 335.6; 0.0 kJ/mol.
How do the records compare in HOMO? In the order shown, they have -0.554; -0.402; -0.149; -0.365 Eh.